This record from OMol25 describes 3 unconnected molecules or ions with the total composition C3H14N2O2 in a non-equilibrium geometry. The level of theory is the ωB97M-V functional and the def2-TZVPD basis.

LUMO: 0.70 eV
E_HOMO: -8.67 eV
SMILES string: C[C@@H](N)CN.O.O
Electronic energy: -382.62484 Ha
Maximum force: 0.077 Eh/bohr

Last column: natural (NBO) charge in e.
Element x y z (Å)
O -6.3024 1.6315 -2.3791  -0.93
O 4.9525 -1.1973 -0.8970  -0.96
N 1.9404 -1.0900 0.3303  -0.88
N 0.1168 0.1255 2.2979  -0.87
C -1.2903 1.0100 0.3532  -0.62
C 0.0668 0.3698 0.8370  -0.04
C 0.5729 -0.8360 0.0496  -0.22
H -5.5483 1.8123 -1.8185  0.46
H 5.3350 -2.0435 -1.3476  0.48
H -1.5658 1.7503 1.0916  0.21
H -0.2177 -1.5786 0.2823  0.20
H -2.1158 0.2961 0.0427  0.21
H 4.9386 -1.3272 0.0785  0.48
H 0.5025 -0.7154 -1.1318  0.15
H 2.6920 -0.4720 0.0247  0.38
H -1.1857 1.4629 -0.6187  0.22
H -6.1711 0.7228 -2.5836  0.46
H 0.8724 1.1008 0.5374  0.15
H 2.2764 -2.0860 0.1484  0.37
H -0.5624 0.6631 2.9321  0.36
H 1.0528 0.4301 2.7356  0.37

Force components x, y, z for each atom (eV/Å):
-0.08 0.87 0.22
0.84 -2.02 -0.47
1.99 -3.22 1.20
0.69 1.32 2.15
0.31 -1.84 -0.48
0.73 2.12 -0.78
-1.73 0.38 -2.71
0.17 0.37 0.24
-1.07 2.30 1.68
-0.52 0.07 -0.02
1.33 -0.67 0.10
0.75 0.34 1.38
0.26 -0.28 -1.13
-0.63 0.42 2.10
-1.04 0.08 -0.36
0.68 0.70 -0.22
-0.09 -1.24 -0.46
-0.83 0.12 0.64
-0.91 2.06 0.28
0.91 -0.93 -1.99
-1.77 -0.94 -1.36